[1]
Computed, not measured: a cluster of 2 separate species, C9H20Si in total at a distorted geometry, with the ωB97M-V functional and the def2-TZVPD basis.

Results
ΔE to the lowest compared entry with this formula, charge and spin (kcal per mole): 140.3
HOMO-LUMO gap (alpha / beta) (eV): 9.922 / 6.824
Max |F| (eV/Å): 5.48
LUMO level (alpha / beta) (Ha): 0.0180 / -0.0218

The geometry in ORCA input format:
```
! wB97M-V def2-TZVPD RIJCOSX def2/J DEFGRID3
* xyz 0 1
C -3.18 2.47 0.99
C -2.71 1.26 1.01
C 1.34 -2.30 1.23
C 1.11 0.05 2.48
C -1.31 -0.48 -2.50
C 0.33 1.75 -1.06
C 1.72 -0.99 -2.11
C -0.10 -0.70 0.40
C 1.14 -0.72 1.22
Si 0.18 -0.13 -1.34
H -3.38 3.20 1.89
H -3.50 3.03 0.06
H -2.50 0.70 1.89
H 2.44 -2.65 1.41
H 0.74 -2.90 1.94
H 1.18 -2.57 0.25
H 0.48 -0.46 3.19
H 0.75 1.00 2.46
H 2.13 0.01 2.78
H -2.11 0.13 -2.24
H -1.13 -0.03 -3.45
H -1.50 -1.56 -2.40
H 1.23 1.96 -0.51
H 0.19 2.25 -1.88
H -0.46 2.08 -0.38
H 1.74 -2.02 -2.05
H 1.71 -0.68 -3.19
H 2.59 -0.58 -1.63
H -1.07 -0.88 0.89
H 1.99 -0.24 0.65
*
```



[2]
Computed, not measured: a cluster of 2 separate species, C9H21BFN2O2 in total at a distorted geometry, with the ωB97M-V functional and the def2-TZVPD basis.

Results
HOMO-LUMO gap (eV): 4.744
Max |F| (eV/Å): 3.69
LUMO level (Ha): 0.0932

The geometry in ORCA input format:
```
! wB97M-V def2-TZVPD RIJCOSX def2/J DEFGRID3
* xyz -1 1
C 1.20 -0.39 2.20
N 1.74 0.67 1.31
C 0.87 0.93 0.13
B 0.89 -0.25 -0.99
C -0.49 -0.86 -1.60
C -1.62 -1.12 -0.51
O -1.39 -1.47 0.67
N -3.06 -1.00 -0.88
C -3.77 -2.21 -0.41
C -3.64 0.25 -0.29
C 2.28 -0.92 -1.53
C 2.62 -2.31 -0.81
F 3.37 0.04 -1.43
H 1.94 -0.53 3.06
H 0.20 -0.13 2.69
H 1.08 -1.40 1.71
H 1.79 1.56 1.86
H -0.21 1.24 0.41
H 1.31 1.86 -0.40
H -0.95 -0.15 -2.37
H -0.26 -1.86 -2.12
H -3.09 -3.12 -0.56
H -3.96 -2.16 0.72
H -4.78 -2.37 -0.93
H -4.03 0.03 0.76
H -2.80 1.03 -0.21
H -4.48 0.69 -0.92
H 2.11 -1.13 -2.65
H 2.76 -3.13 -1.59
H 1.87 -2.62 -0.03
H 3.63 -2.16 -0.29
C 1.78 4.58 1.04
O 2.14 4.02 2.19
H 1.47 3.89 0.21
H 0.92 5.29 1.06
H 2.54 5.21 0.51
*
```



[3]
Computed, not measured: a cluster of 6 separate species, C9H21Br6N3O6 in total at a distorted geometry, with the ωB97M-V functional and the def2-TZVPD basis.

Results
ΔE to the lowest compared entry with this formula, charge and spin (kcal per mole): 28.9
Structure (SMILES): C[N+](=O)[O-].C[N+](=O)[O-].C[N+](=O)[O-].BrCCBr.BrCCBr.BrCCBr
HOMO-LUMO gap (eV): 9.770
Max |F| (eV/Å): 2.86
LUMO level (Ha): -0.0028

The geometry in ORCA input format:
```
! wB97M-V def2-TZVPD RIJCOSX def2/J DEFGRID3
* xyz 0 1
Br 6.10 2.15 2.12
C 4.58 0.91 2.30
C 3.52 1.23 1.29
Br 2.74 3.03 1.85
H 4.23 1.00 3.33
H 4.95 -0.11 2.23
H 2.67 0.56 1.43
H 3.95 1.27 0.30
Br -3.49 -5.87 2.56
C -2.20 -5.22 1.19
C -2.86 -4.14 0.36
Br -1.56 -3.67 -1.06
H -1.80 -6.03 0.58
H -1.30 -4.84 1.66
H -3.06 -3.23 0.92
H -3.84 -4.43 -0.02
Br -2.33 0.06 -3.10
C -0.78 -0.22 -1.91
C -1.07 -0.09 -0.42
Br 0.51 -0.77 0.57
H -0.01 0.49 -2.22
H -0.47 -1.24 -2.13
H -1.93 -0.69 -0.12
H -1.31 0.93 -0.15
C 0.06 1.10 3.67
N 0.81 0.87 4.94
O 2.03 0.72 4.85
O 0.22 1.04 6.02
H -0.03 0.10 3.25
H 0.63 1.72 2.97
H -0.88 1.60 3.88
C 1.99 -2.41 -4.33
N 1.44 -1.10 -4.75
O 0.83 -1.13 -5.80
O 1.71 -0.11 -4.13
H 1.55 -2.45 -3.33
H 3.07 -2.31 -4.24
H 1.52 -3.19 -4.94
C -3.46 5.03 -1.69
N -2.12 4.81 -1.08
O -1.85 3.65 -0.76
O -1.36 5.72 -0.77
H -3.44 5.07 -2.78
H -3.84 5.91 -1.17
H -4.13 4.24 -1.35
*
```



[4]
Computed, not measured: a structure of composition C9H21Br6NbO2 at a distorted geometry, with the ωB97M-V functional and the def2-TZVPD basis.

Results
HOMO-LUMO gap (eV): 3.993
Max |F| (eV/Å): 5.08
LUMO level (Ha): 0.1410

The geometry in ORCA input format:
```
! wB97M-V def2-TZVPD RIJCOSX def2/J DEFGRID3
* xyz -2 1
C 0.93 -0.26 0.92
C 0.06 0.65 -0.08
Nb -1.99 1.22 0.74
C -2.85 -0.85 0.36
O -2.05 -1.86 0.26
O -4.21 -1.05 0.19
H 0.60 -0.07 1.99
H 0.90 -1.37 0.67
H 2.02 0.06 0.82
H 0.65 1.63 -0.23
H 0.00 0.14 -1.09
H -2.41 1.82 -0.95
H -3.65 1.78 1.27
H -1.55 0.68 2.42
H -1.28 2.87 1.20
Br 1.53 2.14 3.65
C 1.91 3.90 2.89
C 2.04 3.83 1.39
Br 3.76 3.07 0.86
H 2.81 4.27 3.38
H 1.06 4.52 3.17
H 2.02 4.83 0.96
H 1.26 3.22 0.92
Br -5.93 -0.94 -4.89
C -4.04 -1.26 -4.53
C -3.53 -0.38 -3.42
Br -3.24 1.45 -4.05
H -3.51 -1.12 -5.47
H -3.98 -2.31 -4.24
H -2.55 -0.72 -3.08
H -4.21 -0.32 -2.57
Br 1.61 -3.82 -0.03
C 3.49 -4.23 0.30
C 4.05 -3.41 1.44
Br 4.42 -1.58 0.87
H 4.02 -4.08 -0.64
H 3.50 -5.29 0.56
H 5.01 -3.80 1.76
H 3.38 -3.34 2.29
*
```



[5]
Computed, not measured: a cluster of 2 separate species, C9H21BrNO6P3 in total at a distorted geometry, with the ωB97M-V functional and the def2-TZVPD basis.

Results
Structure (SMILES): CCP(CC)[C@@H](OC(=O)[PH2]=N)P(O)Br.COC(=O)OC
HOMO-LUMO gap (eV): 9.112
Max |F| (eV/Å): 1.42
LUMO level (Ha): 0.0095

The geometry in ORCA input format:
```
! wB97M-V def2-TZVPD RIJCOSX def2/J DEFGRID3
* xyz 0 1
C -0.46 1.51 0.45
C -1.37 0.90 1.54
P -2.69 -0.25 0.95
C -2.81 -1.48 2.31
C -4.16 -2.18 2.33
C -1.95 -1.24 -0.44
O -1.29 -2.46 -0.01
C 0.03 -2.39 0.14
O 0.70 -1.37 0.10
P 0.86 -4.02 0.52
N 1.86 -3.96 1.73
P -3.38 -1.92 -1.48
O -4.10 -0.52 -1.87
Br -2.23 -2.40 -3.34
H -0.67 1.15 -0.54
H -0.59 2.59 0.44
H 0.57 1.32 0.71
H -1.91 1.71 2.03
H -0.77 0.41 2.30
H -1.99 -2.19 2.28
H -2.65 -0.90 3.22
H -4.28 -2.81 1.46
H -4.94 -1.43 2.30
H -4.27 -2.75 3.25
H -1.31 -0.65 -1.09
H 1.45 -4.42 -0.69
H -0.20 -4.91 0.73
H 1.91 -3.02 2.09
H -3.60 0.00 -2.50
C 3.03 0.92 -1.44
O 3.74 2.02 -0.85
C 3.69 3.14 -1.57
O 3.12 3.28 -2.61
O 4.38 4.07 -0.92
C 4.41 5.34 -1.59
H 3.14 0.08 -0.76
H 1.97 1.16 -1.54
H 3.45 0.66 -2.41
H 3.41 5.74 -1.69
H 4.88 5.25 -2.56
H 5.00 5.99 -0.96
*
```



[6]
Computed, not measured: a cluster of 2 separate species, C9H21Cl2FN4O5P in total at a distorted geometry, with the ωB97M-V functional and the def2-TZVPD basis.

Results
ΔE to the lowest compared entry with this formula, charge and spin (kcal per mole): 21.2
HOMO-LUMO gap (eV): 7.442
Max |F| (eV/Å): 6.77
LUMO level (Ha): -0.1566

The geometry in ORCA input format:
```
! wB97M-V def2-TZVPD RIJCOSX def2/J DEFGRID3
* xyz 1 1
C 1.48 2.96 0.45
C 0.10 2.34 0.24
Cl 0.16 0.65 0.89
C -1.08 3.11 0.85
Cl -0.69 4.88 0.76
N -2.28 2.91 0.04
C -3.46 2.88 0.78
N -4.16 4.08 0.99
N -3.98 1.81 1.27
N -5.19 1.85 1.95
C -3.33 0.50 1.13
C -3.41 -0.09 -0.27
O -2.63 -0.91 -0.63
F -4.36 0.38 -1.08
H 1.72 3.61 -0.39
H 2.24 2.18 0.46
H 1.58 3.49 1.39
H -0.04 2.24 -0.84
H -1.20 2.84 1.90
H -2.19 2.13 -0.61
H -3.54 4.71 1.51
H -4.32 4.48 0.07
H -5.20 2.58 2.65
H -5.37 0.97 2.41
H -2.27 0.64 1.36
H -3.70 -0.23 1.84
C 0.99 -1.75 -0.83
O 2.03 -2.28 -1.65
P 2.79 -3.66 -1.11
O 3.27 -3.20 0.24
O 3.90 -3.57 -2.28
C 4.74 -2.42 -2.35
O 2.94 -5.29 -1.01
C 4.12 -5.79 -0.39
H 0.34 -1.15 -1.45
H 0.41 -2.54 -0.36
H 1.43 -1.11 -0.06
H 4.88 -1.96 -1.37
H 4.31 -1.69 -3.04
H 5.70 -2.74 -2.74
H 4.01 -5.77 0.69
H 5.00 -5.22 -0.69
H 4.24 -6.83 -0.71
*
```



[7]
Computed, not measured: a structure of composition C9H21ClN3O3Zr at a distorted geometry, with the ωB97M-V functional and the def2-TZVPD basis.

Results
ΔE to the lowest compared entry with this formula, charge and spin (kcal per mole): 65.7
HOMO-LUMO gap (alpha / beta) (eV): 2.033 / 2.242
Max |F| (eV/Å): 9.09
LUMO level (alpha / beta) (Ha): -0.4361 / -0.4266

The geometry in ORCA input format:
```
! wB97M-V def2-TZVPD RIJCOSX def2/J DEFGRID3
* xyz 2 2
Zr 1.21 -1.74 4.42
Cl 0.73 -1.43 1.82
C -1.69 -0.93 -1.21
C -1.31 0.52 -1.30
O -1.81 1.25 -2.16
N -0.45 0.99 -0.43
C -0.03 2.42 -0.46
H -1.36 -1.48 -2.09
H -2.74 -1.14 -1.00
H -1.19 -1.41 -0.36
H -0.09 0.38 0.29
H -0.63 2.92 0.31
H -0.23 2.98 -1.37
H 1.05 2.51 -0.31
C -2.21 1.58 4.52
C -1.87 0.52 3.56
O -1.30 -0.46 3.91
N -2.00 0.72 2.31
C -2.84 1.80 1.70
H -2.61 1.23 5.48
H -3.07 2.12 4.12
H -1.36 2.18 4.82
H -1.70 -0.02 1.68
H -2.61 1.81 0.63
H -2.49 2.80 1.95
H -3.90 1.59 1.84
C 2.21 -1.11 -1.62
C 3.63 -1.68 -1.78
O 4.38 -1.58 -0.83
N 4.00 -2.19 -2.99
C 3.13 -2.37 -4.19
H 1.45 -1.81 -1.96
H 2.05 -0.19 -2.19
H 2.05 -0.78 -0.60
H 4.82 -2.78 -3.07
H 2.76 -1.44 -4.62
H 2.29 -2.98 -3.87
H 3.75 -2.80 -4.98
*
```



[8]
Computed, not measured: a structure of composition C9H21ClNO5P2Y at a distorted geometry, with the ωB97M-V functional and the def2-TZVPD basis.

Results
ΔE to the lowest compared entry with this formula, charge and spin (kcal per mole): 0.0
HOMO-LUMO gap (eV): 8.318
Max |F| (eV/Å): 7.19
LUMO level (Ha): -0.3063

The geometry in ORCA input format:
```
! wB97M-V def2-TZVPD RIJCOSX def2/J DEFGRID3
* xyz 2 1
C 2.15 -3.79 -1.22
C 1.24 -2.70 -0.73
H 1.52 -4.60 -1.63
H 2.77 -4.08 -0.35
H 2.75 -3.44 -2.06
O 0.02 -2.63 -0.72
Cl 2.30 -1.47 -0.02
Y 0.02 1.95 0.70
P -0.29 -0.44 2.44
C -1.93 -1.18 2.80
C 0.71 -1.92 2.82
H 0.58 -2.15 3.89
H 0.00 -0.10 4.83
H 1.77 -1.70 2.62
H 0.95 1.05 3.86
H -2.09 -2.03 2.12
H 0.36 -2.78 2.22
C -0.02 0.55 3.95
H -1.94 -1.55 3.84
H -0.80 1.31 4.07
H -2.72 -0.43 2.65
P 0.31 1.27 -2.00
C -1.18 1.16 -3.03
C 1.00 2.82 -2.71
H 2.31 0.07 -2.48
H 1.43 0.45 -3.99
H 0.82 -0.88 -2.95
C 1.32 0.09 -2.95
H 2.02 2.98 -2.33
H 1.03 2.77 -3.81
H -0.98 1.45 -4.06
H -1.95 1.81 -2.60
H 0.35 3.64 -2.40
H -1.55 0.12 -3.01
C -1.68 0.45 0.16
O -2.60 -0.01 -0.40
O -1.67 2.99 1.76
N -2.11 3.62 0.65
O -3.22 4.06 0.57
O -1.26 3.57 -0.36
*
```



[9]
Computed, not measured: a structure of composition C9H21CrN10O4 at a distorted geometry, with the ωB97M-V functional and the def2-TZVPD basis.

Results
HOMO-LUMO gap (alpha / beta) (eV): 8.841 / 9.819
Max |F| (eV/Å): 3.71
LUMO level (alpha / beta) (Ha): -0.2537 / -0.2213

The geometry in ORCA input format:
```
! wB97M-V def2-TZVPD RIJCOSX def2/J DEFGRID3
* xyz 2 4
Cr 1.97 0.04 -0.17
N 0.89 0.22 1.68
C -0.42 -0.62 1.52
C -1.71 0.17 1.77
C -2.11 1.40 0.84
C -3.61 1.50 0.72
N -4.30 0.33 0.10
C -4.14 0.14 -1.21
N -3.58 1.14 -1.95
N -4.53 -0.99 -1.74
C -0.36 -1.33 0.12
O -1.33 -1.96 -0.28
O 0.73 -1.30 -0.65
H 1.38 -0.01 2.58
H 0.73 1.21 1.76
H -0.35 -1.41 2.26
H -1.77 0.52 2.79
H -2.44 -0.64 1.78
H -1.77 1.18 -0.25
H -1.67 2.34 1.21
H -3.85 2.42 0.15
H -3.88 1.59 1.70
H -4.62 -0.39 0.68
H -3.31 2.11 -1.64
H -3.27 0.85 -2.91
H -4.82 -1.62 -1.00
H -4.60 -1.26 -2.67
N 2.49 -0.09 -2.27
C 1.24 0.47 -2.94
C 0.57 1.54 -2.03
O -0.41 2.19 -2.28
O 1.06 1.57 -0.81
H 3.29 0.35 -2.72
H 2.59 -1.07 -2.51
H 0.42 -0.28 -3.03
H 1.42 0.85 -3.99
N 5.64 -0.85 3.22
N 5.03 -1.15 2.00
N 5.48 -2.00 1.10
C 4.46 -1.95 0.25
N 3.49 -1.17 0.69
N 3.84 -0.61 1.80
H 6.54 -0.44 3.11
H 5.05 -0.42 3.85
H 4.48 -2.58 -0.65
*
```



[10]
Computed, not measured: a structure of composition C9H21F3N4O3ReS5Sb at a distorted geometry, with the ωB97M-V functional and the def2-TZVPD basis.

Results
HOMO-LUMO gap (alpha / beta) (eV): 3.886 / 3.875
Max |F| (eV/Å): 2.57
LUMO level (alpha / beta) (Ha): -0.5567 / -0.5571

The geometry in ORCA input format:
```
! wB97M-V def2-TZVPD RIJCOSX def2/J DEFGRID3
* xyz 4 1
Re 0.53 1.01 -0.44
S 5.54 4.02 -0.82
Sb 3.30 3.99 -1.60
S 2.83 1.59 -0.40
S 0.07 1.82 -2.34
S 5.26 3.25 -2.75
N -5.16 0.59 1.91
C -4.26 0.86 0.72
C -2.77 0.61 1.02
N -1.92 1.08 -0.12
H -6.14 0.68 1.64
H -5.01 1.25 2.68
H -5.05 -0.35 2.29
H -4.43 1.89 0.43
H -4.60 0.22 -0.09
H -2.59 -0.45 1.18
H -2.46 1.15 1.92
H -2.01 2.09 -0.18
H -2.30 0.73 -0.99
C -0.43 -1.89 -0.65
C -0.17 -3.46 -0.88
N 1.23 -3.58 -1.20
C 1.58 -2.98 -2.47
C 1.29 -1.42 -2.32
N 0.84 -1.15 -0.92
C 1.90 -1.61 0.04
C 2.09 -3.19 -0.12
H -0.74 -1.71 0.38
H -1.19 -1.55 -1.35
H -0.79 -3.83 -1.69
H -0.40 -4.01 0.03
H 0.97 -3.40 -3.28
H 2.63 -3.16 -2.70
H 0.52 -1.12 -3.02
H 2.20 -0.87 -2.53
H 1.59 -1.40 1.07
H 2.84 -1.12 -0.18
H 1.82 -3.71 0.80
H 3.13 -3.41 -0.36
F 1.50 4.62 2.58
C 0.79 3.61 2.23
F -0.29 3.46 2.94
F 0.44 3.70 0.91
S 1.78 2.03 2.29
O 2.39 1.73 3.52
O 2.81 2.38 1.16
O 0.82 1.04 1.69
*
```



[11]
Computed, not measured: a structure of composition C9H21F5OP2Y at a distorted geometry, with the ωB97M-V functional and the def2-TZVPD basis.

Results
HOMO-LUMO gap (alpha / beta) (eV): 6.581 / 6.583
Max |F| (eV/Å): 3.77
LUMO level (alpha / beta) (Ha): -0.1595 / -0.1595

The geometry in ORCA input format:
```
! wB97M-V def2-TZVPD RIJCOSX def2/J DEFGRID3
* xyz 1 1
Y 0.45 0.45 -0.40
H 0.49 -0.79 1.25
H 0.04 -1.25 0.65
P 1.99 1.53 1.34
P -0.72 -1.03 -2.11
C -2.36 -0.43 -2.40
H -2.68 -0.95 -3.29
H -3.01 -0.67 -1.56
H -2.38 0.65 -2.55
C 0.30 -0.60 -3.52
H 1.33 -0.94 -3.38
H -0.17 -1.12 -4.35
H 0.31 0.48 -3.70
C -0.72 -2.77 -1.91
H -1.36 -3.07 -1.08
H -1.11 -3.15 -2.85
H 0.29 -3.15 -1.73
C 3.13 2.32 0.17
H 3.83 2.87 0.80
H 3.65 1.57 -0.43
H 2.60 3.00 -0.50
C 1.17 2.81 2.25
H 0.48 2.38 2.97
H 1.97 3.36 2.75
H 0.61 3.48 1.59
C 2.92 0.52 2.42
H 3.44 -0.28 1.88
H 3.64 1.18 2.90
H 2.27 0.06 3.17
C -1.38 1.19 0.56
O -2.29 1.74 0.85
H 1.87 -0.63 -0.68
F -2.93 -1.96 -0.09
C -2.05 -1.41 0.80
F -1.31 -2.46 1.35
C -2.87 -0.83 1.93
F -3.85 -0.01 1.51
F -3.49 -1.87 2.53
F -2.09 -0.24 2.85
*
```



[12]
Computed, not measured: the ion C9H21FN4O6PS2 with charge +1 at a distorted geometry, with the ωB97M-V functional and the def2-TZVPD basis.

Results
Structure (SMILES): CS(=O)(=O)N1C(NCCCCO)=[N+]([PH2]=S)[C@@H](COO)O[C@]1(N)F
HOMO-LUMO gap (eV): 8.529
Max |F| (eV/Å): 2.13
LUMO level (Ha): -0.1534

The geometry in ORCA input format:
```
! wB97M-V def2-TZVPD RIJCOSX def2/J DEFGRID3
* xyz 1 1
C 0.74 -4.13 0.50
S 0.34 -2.57 1.24
O 1.49 -2.05 1.90
O -0.85 -2.69 2.02
N 0.06 -1.51 -0.10
C 0.00 -0.18 0.32
N 1.11 0.49 0.47
C 2.47 0.05 0.12
C 3.36 1.26 -0.15
C 2.69 2.41 -0.93
C 2.19 3.56 -0.06
O 3.10 4.64 -0.13
N -1.20 0.43 0.60
P -1.44 1.98 -0.27
S -2.18 3.39 0.81
C -2.31 -0.52 0.24
C -3.71 0.06 0.32
O -4.58 -1.03 0.62
O -5.36 -0.75 1.79
O -2.02 -0.97 -1.08
C -1.04 -1.95 -1.05
N -0.53 -2.16 -2.35
F -1.55 -3.10 -0.55
H 1.67 -4.45 0.95
H 0.77 -4.06 -0.58
H -0.06 -4.80 0.78
H 1.05 1.42 0.87
H 2.40 -0.57 -0.77
H 2.87 -0.51 0.94
H 3.71 1.64 0.80
H 4.22 0.92 -0.71
H 3.43 2.84 -1.61
H 1.89 2.02 -1.57
H 1.19 3.88 -0.33
H 2.14 3.22 0.99
H 2.61 5.45 -0.20
H -2.15 1.64 -1.42
H -0.16 2.29 -0.73
H -2.28 -1.33 0.96
H -3.75 0.80 1.11
H -4.03 0.47 -0.63
H -4.75 -0.90 2.53
H -0.95 -1.52 -3.01
H -0.64 -3.11 -2.65
*
```